Below is one molecule with the formula C4H9FS in a non-equilibrium geometry, with properties calculated with the ωB97M-V functional and the def2-TZVPD basis.

ORCA input file:
```
! RIJCOSX wB97M-V def2-TZVPD def2/J DEFGRID3
* xyz 0 1
F -2.169 -0.146 0.901
S 1.042 0.578 -2.865
H -1.096 1.048 2.075
H 1.006 -0.268 1.616
H -0.882 0.358 -0.694
C -1.152 0.022 1.768
C 0.150 -0.213 0.997
H 0.058 -1.253 0.610
H 2.117 -0.171 -0.827
H 0.737 -1.191 -1.426
C 0.163 0.512 -0.272
C 1.112 -0.131 -1.259
H -1.334 -0.692 2.583
H 0.401 1.590 -0.077
H -0.151 -0.042 -3.132
*
```

Relative energy (zero: lowest compared OMol25 entry of this formula, charge and spin)   25.0 kcal per mole
SMILES   FCCCCS

---

Below is one molecule with the formula C22H22N2O4 in a non-equilibrium geometry, with properties calculated with the ωB97M-V functional and the def2-TZVPD basis.

ORCA input file:
```
! RIJCOSX wB97M-V def2-TZVPD def2/J DEFGRID3
* xyz 0 1
O -0.544 2.639 -2.871
C 0.033 3.040 -1.858
H 5.941 -1.349 1.638
C -3.744 -3.230 1.670
C -1.025 -1.160 0.554
C 0.608 0.562 -1.473
H -6.194 -0.731 0.071
C 5.133 -0.564 -0.237
C 3.791 -0.057 -0.764
C -3.271 -2.074 1.081
H -1.676 5.230 -2.109
C 2.546 -0.590 -0.165
H 5.899 0.220 -0.338
C -5.501 -1.471 0.508
H -0.440 5.131 -3.346
H -1.562 -0.342 0.123
H 1.104 -2.637 1.828
C 1.120 -0.359 -0.383
H -0.480 0.395 -1.643
N 1.339 -1.893 1.168
H -5.459 -4.431 2.130
C -4.149 -1.152 0.556
H 0.395 2.111 0.003
C -0.100 6.702 -1.948
H 4.709 -0.147 1.846
O 3.844 0.799 -1.664
H 0.976 6.854 -2.175
H 3.826 -2.375 2.408
H -0.638 7.422 -2.539
N -2.659 -3.981 2.155
C -5.998 -2.654 1.012
H 1.108 0.344 -2.411
C -5.117 -3.521 1.649
C -0.588 5.301 -2.287
H 5.412 -1.438 -0.827
H -0.256 6.963 -0.892
H 1.846 2.317 -0.983
H -3.787 -0.224 0.082
C 4.983 -0.988 1.236
H -2.729 -4.936 2.375
C 2.635 -1.567 0.791
C -1.817 -2.120 1.127
H 4.199 -2.955 0.789
C 3.912 -2.094 1.375
C 0.417 -1.174 0.468
C 0.800 1.997 -1.002
O 0.063 4.331 -1.424
C -1.477 -3.393 1.753
H -7.046 -2.889 0.916
O -0.383 -3.865 2.028
*
```

Relative energy (zero: lowest compared OMol25 entry of this formula, charge and spin)   17.6 kcal per mole
SMILES   CCOC(=O)CCc1c(/C=C2\C(=O)Nc3ccccc32)[nH]c2c1C(=O)CCC2

---

Here are the calculated E_LUMO numbers, same order: 1.0, -0.6 (eV).